[1]
# C24H60F2Li3NO16S2

C24H60F2Li3NO16S2 as an isolated structure (wB97M-V/def2-TZVPD, the Open Molecules 2025 dataset).

Geometry as XYZ:
```
108
Properties=species:S:1:pos:R:3:forces:R:3
Li -0.14211 -0.09973 5.31720 -1.568 0.863 -0.225
Li 3.31402 -1.75988 4.77293 -0.048 -0.042 -0.459
Li 7.03418 -1.56013 1.86318 0.804 0.514 -1.305
N 1.48679 -0.31311 2.12223 2.270 4.036 -0.027
S 2.33101 0.81092 1.14602 5.681 4.302 -0.536
O 1.68138 1.72602 0.20169 0.450 -2.671 2.365
O 3.67767 0.31630 0.74680 -2.855 0.501 1.257
F 2.76720 1.79830 2.36207 -0.696 -0.578 0.028
S 0.94029 -0.94375 0.84252 -5.553 -7.619 -6.183
O 1.94289 -1.65458 -0.01575 -2.179 2.498 2.102
O -0.29613 -0.43899 0.19658 3.529 -0.214 1.738
F 0.32064 -2.17722 1.65175 -0.173 -0.664 0.550
C -1.03104 3.55808 6.24667 1.232 -0.871 -0.297
O -1.51404 2.19444 6.05687 -0.696 0.591 0.670
C -2.93888 2.21235 5.77250 1.010 -0.370 -1.152
C -3.59154 0.85627 5.87008 -0.953 -0.918 0.765
O -3.01439 -0.27790 5.21883 1.094 0.672 -0.894
C -3.81382 -1.45554 5.29160 -0.033 -0.348 1.612
H -1.16288 4.23216 5.40030 -0.448 -0.385 -0.363
H 0.04163 3.37671 6.31427 0.069 0.487 0.299
H -1.38150 4.09099 7.13058 -0.294 -0.560 0.198
H -2.95394 2.65648 4.77719 -0.698 -0.085 -0.159
H -3.50020 2.83903 6.46553 0.209 0.168 0.116
H -4.63270 0.92850 5.55565 -0.080 0.411 -0.460
H -3.72316 0.61642 6.92519 0.405 -0.143 0.405
H -4.88040 -1.32624 5.10775 0.132 0.389 -0.713
H -3.79802 -1.78574 6.33026 0.014 -0.142 0.353
H -3.38857 -2.29492 4.74141 0.033 0.554 -0.505
C -7.32543 -1.70859 -3.53751 -1.488 -0.322 1.353
O -6.53279 -2.14417 -4.55571 1.607 -0.413 -0.735
C -5.83002 -1.04965 -5.08519 -0.120 -0.009 -1.820
C -5.39166 -1.34317 -6.54788 -0.450 -0.550 -0.162
O -6.46328 -1.09143 -7.42947 -0.563 1.495 -0.851
C -6.06991 -0.65592 -8.74322 -1.172 -1.308 0.278
H -6.87713 -1.01717 -2.82402 0.591 0.074 0.045
H -7.63038 -2.59386 -2.97949 -0.263 0.088 0.057
H -8.20136 -1.18736 -3.92374 -0.349 0.027 -0.070
H -5.00170 -0.72166 -4.45718 0.217 -0.225 0.176
H -6.56885 -0.24916 -5.12313 0.246 0.577 -0.308
H -5.23467 -2.39894 -6.76880 0.744 -0.369 1.002
H -4.51016 -0.80789 -6.90078 0.174 0.333 0.505
H -5.40334 -1.38978 -9.19626 0.759 0.271 0.159
H -5.74867 0.38319 -8.81498 0.307 -0.089 0.250
H -6.95490 -0.79992 -9.36301 -0.239 0.433 0.125
C 8.28005 -3.00313 -1.27815 0.935 0.070 0.031
O 8.39447 -1.65055 -0.70360 -1.259 -1.744 0.090
C 9.64141 -0.92754 -0.89543 -1.960 -1.476 -1.677
C 9.34404 0.46347 -0.55701 1.527 0.881 1.996
O 8.99466 0.41464 0.80378 -1.435 -1.354 1.566
C 8.87441 1.65423 1.40584 0.719 1.417 -0.430
H 9.22489 -3.52555 -1.12824 0.129 0.044 -0.258
H 7.95064 -3.10774 -2.31190 0.612 1.087 -0.451
H 7.53079 -3.68262 -0.87195 -0.313 0.742 1.281
H 9.84551 -0.93544 -1.96612 0.640 -0.434 0.004
H 10.40681 -1.35803 -0.24973 0.184 0.125 -0.267
H 8.62796 1.08384 -1.09598 0.061 -0.459 -0.528
H 10.33983 0.89983 -0.47878 0.170 0.816 -1.026
H 8.26213 2.30846 0.78519 -0.841 0.049 0.436
H 9.81847 2.19824 1.37568 0.519 -0.122 0.266
H 8.59442 1.56123 2.45515 -0.352 0.000 -0.223
C -4.90921 4.28561 -1.79964 -1.884 -0.288 0.067
O -6.28824 4.54928 -2.18742 -0.069 -0.475 -0.364
C -6.41685 5.60723 -3.19260 0.340 0.402 1.690
C -7.87000 6.05856 -3.56478 0.312 -1.361 -0.255
O -8.49462 5.16219 -4.46657 -0.421 -1.425 0.716
C -9.19717 4.03915 -3.83206 0.004 1.366 -0.997
H -4.48598 5.11940 -1.23950 0.352 0.454 -0.680
H -4.36069 3.87872 -2.64915 0.405 0.530 -0.006
H -4.94189 3.50093 -1.04381 -0.324 -0.243 -0.147
H -5.79910 5.34924 -4.05278 -0.299 0.019 -0.308
H -5.92160 6.39148 -2.62008 -0.008 0.973 -0.707
H -7.92933 6.99265 -4.12342 0.870 0.227 0.238
H -8.51478 6.19561 -2.69669 0.228 -0.084 0.445
H -8.56540 3.35561 -3.26484 0.212 0.152 -0.134
H -9.70598 3.55222 -4.66400 0.247 -0.263 0.113
H -9.98781 4.44708 -3.20231 0.041 0.005 0.324
C 6.01777 5.24921 -3.38814 0.673 0.065 -0.266
O 6.59262 6.10931 -2.36615 -2.025 -0.712 -1.112
C 5.71999 7.23819 -2.16132 1.410 0.359 0.556
C 6.45106 8.06730 -1.08878 -0.780 0.925 0.418
O 5.64426 9.18737 -0.74702 -0.124 0.904 0.524
C 6.05424 9.91606 0.43203 -0.322 -0.850 -0.082
H 6.02041 5.70649 -4.37757 0.328 0.480 -0.030
H 4.98055 4.92931 -3.28856 -0.199 0.256 0.936
H 6.60289 4.33523 -3.49003 0.252 0.154 0.351
H 4.72156 6.99250 -1.79954 0.014 -0.478 0.254
H 5.54943 7.78053 -3.09130 0.339 0.199 -0.135
H 7.41479 8.49496 -1.36525 0.278 -0.624 -0.463
H 6.56435 7.45565 -0.19369 0.232 -0.370 0.024
H 5.70830 9.39552 1.32506 -0.330 -0.163 0.122
H 5.61841 10.91508 0.44222 -0.051 -0.175 -0.381
H 7.12680 10.00143 0.60653 0.308 0.011 -0.706
C -0.78592 -9.77872 2.57245 -0.537 2.946 -1.731
O -0.48311 -11.02579 2.92245 0.420 -2.575 1.440
C 0.31051 -11.14317 4.09787 -0.482 -2.813 -0.019
C 0.39986 -12.69705 4.55985 0.191 0.742 -0.506
O -0.81426 -13.26076 5.03241 0.899 1.019 1.186
C -1.52112 -13.96447 4.08426 -0.718 -0.147 -2.208
H -1.52723 -9.21426 3.13811 -0.421 -0.439 0.690
H -1.15689 -9.78416 1.54753 -0.143 -0.151 -0.079
H 0.05778 -9.08968 2.53363 0.715 0.014 0.101
H -0.14699 -10.65084 4.95602 0.040 0.460 -0.065
H 1.30469 -10.78107 3.83594 0.249 0.133 0.455
H 1.16836 -12.78031 5.32834 -0.320 0.461 0.613
H 0.83633 -13.38303 3.83387 -0.221 0.366 -0.849
H -1.13975 -14.95135 3.82204 0.323 -0.349 0.598
H -1.47750 -13.44050 3.12945 -0.164 0.253 -0.195
H -2.58416 -14.05702 4.30667 0.169 0.078 0.565
```
Positions in Å, forces in eV/Å.

Calculated values
* charge: +2
* HOMO energy: -11.22 eV



[2]
# C24H60In2N4Na3O12P

C24H60In2N4Na3O12P as an isolated structure (wB97M-V/def2-TZVPD, the Open Molecules 2025 dataset).

Geometry as XYZ:
```
106
Properties=species:S:1:pos:R:3:forces:R:3
In -3.63513 -0.09223 0.84922 0.339 0.967 1.155
In -1.99926 -4.13493 -0.73343 0.502 -0.231 -0.605
Na -1.75624 -0.33356 -3.04708 0.287 0.370 0.005
Na 0.15619 -0.97613 2.09126 0.082 0.066 0.019
Na 1.90229 1.69579 -1.12972 0.140 0.435 -1.050
P -0.29277 0.00959 -0.49199 -0.928 -0.177 1.715
O -1.10391 0.86828 0.59802 -0.525 -0.253 0.293
O 1.09220 -0.27192 0.20250 -0.823 0.316 -0.803
O -0.18957 0.78412 -1.79975 0.124 -0.725 0.204
O -1.17141 -1.29085 -0.53975 -0.053 -0.270 -0.882
C 1.24303 5.15299 4.53251 0.430 0.382 0.805
O 0.95521 4.69698 3.21257 -0.496 0.158 -0.413
C 0.82368 3.33576 3.02968 0.327 0.847 0.880
C 1.55347 2.94269 1.71217 -0.551 -1.570 -0.372
N 0.80140 3.17430 0.50929 -1.181 0.967 1.093
C 0.57957 4.51605 0.11770 -0.207 0.094 0.047
C 1.79570 5.05059 -0.77768 -0.256 0.883 0.525
O 1.84756 4.30962 -1.92848 -0.023 0.201 0.271
C 1.03070 4.86618 -2.95474 -0.853 -0.060 -1.381
H 0.38301 5.02794 5.19951 -0.040 -0.152 -0.191
H 1.47424 6.21376 4.49628 -0.065 -0.007 -0.267
H 2.11060 4.64357 4.96677 -0.094 -0.139 -0.154
H -0.23838 3.06383 3.00403 0.054 -0.218 -0.387
H 1.29570 2.80252 3.86571 0.111 -0.137 -0.180
H 1.60561 1.84751 1.76766 0.379 0.078 0.056
H 2.54880 3.37791 1.66044 -0.051 0.242 0.196
H -0.06026 2.59063 0.47309 0.487 -0.247 -0.253
H 0.50964 5.18975 0.99017 0.660 0.009 0.030
H -0.34793 4.67458 -0.43243 0.094 -0.529 -0.268
H 2.68162 5.00342 -0.14082 0.239 -0.402 -0.350
H 1.56233 6.10687 -0.94157 0.075 -0.036 -0.170
H 0.02462 5.15030 -2.61869 0.254 0.014 0.422
H 0.85528 4.11194 -3.72105 0.344 -0.133 0.117
H 1.45750 5.73974 -3.45488 0.371 -0.034 0.373
C 6.81396 1.04992 2.57509 0.419 0.756 -0.170
O 6.15932 2.19584 2.02331 -0.695 -0.639 0.931
C 5.29586 2.00691 0.98703 0.376 0.759 -0.431
C 4.40127 0.69152 1.04124 -0.428 -0.298 0.528
N 3.75201 0.42284 -0.18831 0.796 -0.450 1.117
C 4.57492 -0.20163 -1.20870 -1.741 -0.694 0.021
C 3.83696 -0.13610 -2.52436 0.761 -0.766 -1.817
O 3.56872 1.18325 -2.92717 -0.026 0.002 0.433
C 3.06976 1.25446 -4.26775 0.383 0.902 -0.123
H 7.61293 1.43932 3.20628 0.051 -0.070 -0.065
H 7.20580 0.41990 1.77998 0.023 -0.246 0.151
H 6.09536 0.55719 3.25429 0.060 -0.183 -0.194
H 5.86843 2.04948 0.04454 -0.238 -0.419 -0.181
H 4.59339 2.84066 1.02710 0.200 0.234 -0.344
H 3.66828 0.87374 1.82963 -0.083 -0.080 -0.106
H 5.01394 -0.15755 1.38852 0.334 0.224 -0.265
H 2.82000 -0.03243 -0.07407 0.131 0.341 -0.029
H 4.59311 -1.28840 -0.99978 0.344 0.111 0.217
H 5.60763 0.13976 -1.18163 -0.085 0.328 -0.328
H 2.90955 -0.72273 -2.67886 -0.093 -0.029 1.198
H 4.48239 -0.70553 -3.21991 0.176 0.707 -0.214
H 3.71147 0.69450 -4.94732 -0.209 -0.250 -0.001
H 3.15901 2.30015 -4.56006 -0.026 -0.014 0.006
H 2.01017 0.98882 -4.32605 0.090 -0.391 0.020
C 1.36048 -3.96690 -0.46714 0.286 0.239 -0.316
O 0.48867 -4.33239 -1.54102 -0.373 -0.122 0.320
C 0.81611 -3.75437 -2.79422 0.149 0.819 0.115
C 0.42901 -4.66823 -3.92843 -0.091 0.523 0.365
N -1.01167 -4.87041 -3.82997 -0.459 0.124 -1.362
C -1.61968 -5.89718 -4.58688 -0.787 -0.821 -0.079
C -3.06276 -6.24947 -3.96927 0.412 -0.070 1.200
O -2.88603 -6.42429 -2.59126 -0.154 -0.228 -0.071
C -2.12302 -7.57468 -2.21422 -0.257 -0.225 -0.550
H 0.80235 -4.10835 0.45701 0.154 -0.145 0.138
H 1.65655 -2.91606 -0.55796 -0.158 0.007 0.088
H 2.25618 -4.58687 -0.48649 -0.070 -0.125 0.146
H 1.85518 -3.41884 -2.83989 0.151 -0.559 0.023
H 0.25940 -2.79802 -2.86641 -0.109 -0.145 -0.146
H 0.93892 -5.62871 -3.91165 0.042 -0.017 0.098
H 0.67773 -4.14648 -4.86272 0.015 -0.232 -0.108
H -1.55861 -4.02892 -3.99820 0.394 0.218 0.079
H -1.05690 -6.82785 -4.60886 0.353 0.194 0.125
H -1.88639 -5.67227 -5.63795 0.078 0.417 0.174
H -3.39149 -7.17646 -4.44801 -0.038 0.090 -0.144
H -3.78801 -5.44257 -4.04525 0.066 0.037 -0.495
H -2.27492 -7.68027 -1.14649 0.185 -0.295 0.048
H -1.06353 -7.48210 -2.49511 -0.007 0.342 0.393
H -2.46772 -8.44079 -2.78927 -0.205 -0.097 0.352
C -2.89028 3.64946 1.73395 -0.379 0.344 -0.109
O -3.64169 2.59096 2.33802 0.114 -0.152 -0.548
C -3.16240 2.12709 3.56044 0.441 0.084 0.548
C -4.28507 1.36677 4.26301 1.105 1.244 0.293
N -4.66065 0.19056 3.52682 1.101 -1.761 0.201
C -5.98726 -0.37492 3.69404 -0.885 0.603 0.070
C -6.18345 -1.62678 2.88393 0.605 -0.236 -0.422
O -5.97595 -1.28535 1.50403 -0.216 0.095 -0.456
C -6.22004 -2.39091 0.63957 -0.328 -0.666 -0.496
H -2.27287 3.26174 0.91856 0.115 -0.024 0.164
H -2.30434 4.19551 2.47618 0.087 -0.130 -0.011
H -3.61501 4.35473 1.32887 0.020 -0.036 -0.081
H -2.82447 2.90601 4.25906 -0.458 0.354 -0.308
H -2.22561 1.54290 3.43692 -0.335 -0.437 -0.150
H -5.10891 2.05605 4.44102 -0.238 -0.198 -0.288
H -3.82950 1.15671 5.24732 -0.504 -0.580 -0.068
H -4.00772 -0.55649 3.77593 0.028 0.192 -0.014
H -6.69729 0.40980 3.41329 -0.153 -0.257 -0.047
H -6.21268 -0.61758 4.75026 0.377 0.143 -0.090
H -7.17337 -2.04952 3.07365 -0.154 0.247 -0.315
H -5.47054 -2.43875 3.09340 -0.010 0.172 0.482
H -6.27727 -2.04703 -0.39426 0.393 0.205 0.075
H -7.18958 -2.87736 0.79035 0.021 0.275 0.488
H -5.45321 -3.16258 0.78578 0.003 0.045 -0.145
```
Positions in Å, forces in eV/Å.

Calculated values
* charge: +6
* relative energy (zero: lowest compared OMol25 entry of this formula, charge and spin): 10.45 kcal per mole
* HOMO energy: -21.82 eV